ORCA calculation (ωB97M-V with the def2-TZVPD basis set) on C31H32FN3O5 in the gas phase.

Values from the calculation:
- HOMO-LUMO gap: 0.3017 Eh
- HOMO level: -8.43 eV
- LUMO level: -0.2 eV
- SMILES: COc1ccc(C(=O)/C=C/C(=O)N(Cc2ccc(F)cc2)[C@@H](C(=O)NC2CCCCC2)c2ccncc2)c(O)c1
- 2S+1: 1

Geometry (Å):
C  6.1576  -1.7150  7.3917
O  4.8203  -2.1287  7.2280
C  4.0907  -1.5890  6.2280
C  2.7669  -2.0496  6.1214
C  1.9509  -1.5822  5.1278
C  2.3953  -0.6288  4.1975
C  1.5688  -0.1382  3.1033
O  1.9127  0.8277  2.4090
C  0.3318  -0.8623  2.7635
C  -0.5267  -0.3520  1.8802
C  -1.7464  -1.0767  1.4390
O  -2.5740  -1.4937  2.2266
N  -1.8550  -1.2863  0.0991
C  -3.0648  -1.9007  -0.4220
C  -3.8288  -0.9423  -1.2952
C  -4.3774  0.2068  -0.7352
C  -5.0478  1.1220  -1.5233
C  -5.1666  0.8711  -2.8793
F  -5.8150  1.7619  -3.6604
C  -4.6363  -0.2638  -3.4626
C  -3.9607  -1.1658  -2.6591
C  -0.9074  -0.7925  -0.8801
C  -1.1303  0.7098  -1.1567
O  -1.6247  1.4579  -0.3431
N  -0.7139  1.0976  -2.3740
C  -0.7955  2.4775  -2.8224
C  -2.1240  2.7470  -3.5359
C  -2.2044  2.0041  -4.8650
C  -1.0364  2.4003  -5.7631
C  0.2929  2.0940  -5.0793
C  0.3882  2.8080  -3.7316
C  0.5209  -1.1020  -0.4722
C  0.8488  -2.4064  -0.1084
C  2.1439  -2.6789  0.2941
N  3.1023  -1.7679  0.3307
C  2.8004  -0.5392  -0.0427
C  1.5331  -0.1510  -0.4551
C  3.7143  -0.1327  4.3395
O  4.2123  0.8074  3.5375
C  4.5494  -0.6335  5.3387
H  6.7549  -1.9357  6.5022
H  6.5409  -2.2851  8.2363
H  6.2199  -0.6462  7.6164
H  2.4200  -2.7752  6.8388
H  0.9344  -1.9381  5.0826
H  0.1817  -1.8531  3.1615
H  -0.3871  0.6514  1.5009
H  -2.8003  -2.8049  -0.9831
H  -3.6596  -2.1838  0.4512
H  -4.2660  0.3855  0.3227
H  -5.4727  2.0196  -1.1034
H  -4.7532  -0.4291  -4.5220
H  -3.5434  -2.0595  -3.1022
H  -1.1131  -1.3394  -1.8108
H  -0.3397  0.4248  -3.0226
H  -0.7560  3.0892  -1.9136
H  -2.2103  3.8201  -3.7135
H  -2.9418  2.4464  -2.8799
H  -2.1852  0.9262  -4.6855
H  -3.1497  2.2405  -5.3558
H  -1.0941  3.4697  -5.9766
H  -1.0956  1.8660  -6.7133
H  0.3909  1.0133  -4.9447
H  1.1208  2.4148  -5.7145
H  0.3951  3.8860  -3.9001
H  1.3224  2.5422  -3.2316
H  0.0988  -3.1825  -0.1117
H  2.4334  -3.6746  0.6031
H  3.6099  0.1763  -0.0007
H  1.3446  0.8767  -0.7193
H  3.4873  1.0751  2.9142
H  5.5478  -0.2307  5.3859

ORCA calculation (ωB97M-V with the def2-TZVPD basis set) on a molecular structure, C31H32N6O2SeZr at a distorted geometry.

Values from the calculation:
- HOMO-LUMO gap: 0.2167 Eh
- Energy relative to the best compared isomer or geometry (same formula, charge and spin): 1.5452 eV
- Charge: +2
- HOMO level: -11.87 eV
- LUMO level: -6.0 eV
- 2S+1: 1

Geometry (Å):
Zr  -0.9343  0.3199  0.0120
C  -3.1660  -0.9163  -1.6836
C  -4.3236  -0.8336  -0.6875
C  -4.1765  0.1853  0.4142
C  -5.2557  1.0140  0.7040
C  -5.1702  1.9215  1.7427
C  -3.9988  1.9517  2.4899
C  -2.9708  1.1024  2.1344
N  -3.0311  0.2314  1.1137
N  -1.8745  -1.3997  -1.1256
C  -0.9701  -1.7316  -2.2415
C  0.4277  -1.9742  -1.7199
C  1.3316  -2.7885  -2.3912
C  2.5875  -2.9903  -1.8395
C  2.8955  -2.3798  -0.6313
C  1.9313  -1.5904  -0.0282
N  0.7255  -1.3776  -0.5569
C  -2.0267  -2.6056  -0.2816
C  -1.8544  -2.3828  1.2058
C  -2.4626  -3.2531  2.1037
C  -2.1408  -3.1821  3.4484
C  -1.2067  -2.2397  3.8527
C  -0.6725  -1.3891  2.8999
N  -0.9853  -1.4397  1.6024
H  -3.0049  0.0995  -2.0809
H  -3.4834  -1.5754  -2.5056
H  -4.5489  -1.8016  -0.2277
H  -5.2063  -0.5627  -1.2698
H  -6.1471  0.9596  0.0996
H  -5.9909  2.5852  1.9644
H  -3.8822  2.6352  3.3147
H  -2.0360  1.1129  2.6966
H  -0.9584  -0.9105  -2.9715
H  -1.3233  -2.6260  -2.7809
H  1.0557  -3.2618  -3.3214
H  3.3043  -3.6280  -2.3316
H  3.8584  -2.5122  -0.1653
H  2.1283  -1.1217  0.9295
H  -1.2419  -3.3293  -0.5470
H  -2.9827  -3.1019  -0.4788
H  -3.1610  -3.9952  1.7512
H  -2.5767  -3.8686  4.1575
H  -0.8985  -2.1677  4.8821
H  0.0795  -0.6590  3.1831
O  4.5854  3.1181  -3.5177
C  3.5321  2.5680  -4.2625
C  2.4646  2.0585  -3.3421
C  1.2052  1.6789  -3.8119
C  0.2652  1.2196  -2.9126
N  0.5125  1.0486  -1.6085
C  1.6985  1.4749  -1.1316
C  2.6823  1.9925  -1.9724
C  1.8607  1.4837  0.3330
C  3.1048  1.6740  0.9327
C  3.2107  1.8218  2.3105
C  4.5625  1.9312  2.9523
O  5.4634  1.1094  2.2501
C  2.0221  1.8594  3.0426
C  0.8271  1.6339  2.3854
N  0.7300  1.3854  1.0731
H  5.2244  3.5244  -4.1113
H  3.8914  1.7253  -4.8781
H  3.0817  3.3039  -4.9435
H  0.9556  1.7786  -4.8556
H  -0.7606  1.0573  -3.2375
H  3.6097  2.3852  -1.5934
H  4.0065  1.6896  0.3443
H  4.4957  1.6427  4.0108
H  4.8827  2.9843  2.9096
H  6.3514  1.2389  2.6036
H  2.0240  2.0513  4.1044
H  -0.1106  1.6795  2.9329
Se  -2.0412  2.3584  -0.8421

ORCA calculation (ωB97M-V with the def2-TZVPD basis set) on a molecular structure, C31H32N6OSScTe.

Values from the calculation:
- HOMO-LUMO gap: 0.2445 Eh
- Energy relative to the best compared isomer or geometry (same formula, charge and spin): 0.0000 eV
- Charge: +3
- HOMO level: -15.31 eV
- LUMO level: -8.7 eV
- 2S+1: 1

Geometry (Å):
Sc  0.1533  0.3350  0.2196
C  -3.0653  -1.6522  2.7062
C  -2.6929  -1.3658  4.0091
C  -1.5197  -0.6615  4.2383
C  -0.7453  -0.2658  3.1650
N  -1.1299  -0.5116  1.8983
C  -2.2618  -1.1929  1.6858
C  0.5952  0.3631  3.3141
C  1.1948  0.6149  4.5307
C  2.5057  1.0682  4.5447
C  3.1846  1.2460  3.3515
C  2.5173  1.0034  2.1659
N  1.2422  0.5892  2.1601
C  3.1504  1.1253  0.8274
C  4.4071  1.6662  0.6356
C  4.9280  1.7347  -0.6490
C  4.1731  1.2590  -1.7093
C  2.9229  0.7424  -1.4379
N  2.4177  0.6707  -0.2032
H  -3.9596  -2.2211  2.4843
H  -3.3004  -1.6991  4.8403
H  -1.2065  -0.4510  5.2503
H  -2.5213  -1.3765  0.6510
H  0.6737  0.4428  5.4610
H  3.0041  1.2579  5.4876
H  4.2214  1.5470  3.3570
H  4.9835  2.0391  1.4704
H  5.9121  2.1555  -0.8183
H  4.5431  1.2892  -2.7263
H  2.3000  0.3603  -2.2346
C  -0.0467  -3.6195  -1.4756
Te  0.9881  -2.5776  0.0812
C  2.6994  -2.7841  -1.1878
C  2.3714  -3.9874  -2.0378
C  3.3801  -4.6900  -2.6877
C  3.0635  -5.7837  -3.4790
C  1.7427  -6.1854  -3.6153
C  0.7350  -5.4954  -2.9600
C  1.0464  -4.3908  -2.1757
H  -0.5348  -2.8912  -2.1225
H  -0.7992  -4.2639  -1.0273
H  3.5797  -2.9297  -0.5661
H  2.8230  -1.8753  -1.7725
H  4.4164  -4.3921  -2.5670
H  3.8522  -6.3348  -3.9743
H  1.4986  -7.0521  -4.2164
H  -0.2938  -5.8271  -3.0505
C  -3.2732  6.3428  -0.0591
C  -2.9068  4.9151  0.1529
C  -3.7282  3.9532  0.6764
C  -3.2421  2.6531  0.8329
N  -1.9930  2.3038  0.4765
C  -1.2029  3.2422  -0.0455
S  0.3937  2.8750  -0.5127
N  -1.6586  4.5150  -0.1934
C  -4.1141  1.6053  1.4387
H  -4.2888  6.5337  0.2741
H  -3.1971  6.6030  -1.1186
H  -2.5940  7.0002  0.4907
H  -4.7359  4.2063  0.9746
H  -1.0072  5.1895  -0.5766
H  -5.1253  1.9720  1.5946
H  -3.7021  1.3026  2.4060
H  -4.1511  0.7229  0.7980
C  -2.6497  -0.8582  -2.9054
C  -1.4587  0.0025  -2.6295
N  -1.0353  0.8180  -3.5724
O  -0.8658  -0.0298  -1.5177
H  -2.5195  -1.3997  -3.8444
H  -3.5404  -0.2335  -3.0067
H  -2.8004  -1.5679  -2.0993
H  -1.4836  0.8495  -4.4755
H  -0.2691  1.4514  -3.4000

ORCA calculation (ωB97M-V with the def2-TZVPD basis set) on a molecular structure, C31H33AsBBrF4IOPTi.

Values from the calculation:
- HOMO-LUMO gap (alpha / beta): 0.2535 / 0.2738 Eh
- Energy relative to the best compared isomer or geometry (same formula, charge and spin): 0.2592 eV
- ⟨S²⟩: 2.0187
- HOMO level (alpha / beta): -7.47 / -8.25 eV
- LUMO level (alpha / beta): -0.6 / -0.8 eV
- 2S+1: 3

Geometry (Å):
Ti  0.2051  -0.0708  0.1472
O  0.5759  0.4676  2.0610
C  -0.2728  -0.4223  1.9968
C  -0.7939  -1.4236  2.9149
C  -0.6013  -1.5415  4.2847
C  -1.0981  -2.6713  4.9155
C  -1.7569  -3.6551  4.1792
C  -1.9482  -3.5298  2.8089
C  -1.4677  -2.3960  2.1715
P  -1.6636  -1.9107  0.4078
C  -1.9361  -3.4817  -0.4598
C  -3.1800  -4.0902  -0.6061
C  -3.2854  -5.3018  -1.2757
C  -2.1536  -5.9122  -1.7976
C  -0.9102  -5.3104  -1.6558
C  -0.8030  -4.0963  -0.9950
C  -3.3021  -1.1054  0.4539
C  -3.9333  -0.8436  -0.7606
C  -5.1222  -0.1377  -0.8039
C  -5.6969  0.3264  0.3723
C  -5.0812  0.0653  1.5851
C  -3.8916  -0.6511  1.6281
H  -0.0657  -0.7764  4.8306
H  -0.9624  -2.7995  5.9808
H  -2.1263  -4.5367  4.6875
H  -2.4627  -4.3020  2.2502
H  -4.0671  -3.6161  -0.2050
H  -4.2556  -5.7678  -1.3900
H  -2.2406  -6.8561  -2.3200
H  -0.0262  -5.7811  -2.0656
H  0.1668  -3.6183  -0.8967
H  -3.4902  -1.1874  -1.6859
H  -5.5910  0.0672  -1.7577
H  -6.6162  0.8960  0.3402
H  -5.5200  0.4259  2.5064
H  -3.4248  -0.8335  2.5871
C  2.4936  -1.9062  -3.2994
C  1.0247  -1.6693  -3.6181
As  0.0850  -0.2478  -2.6413
C  -1.6033  -0.5366  -3.5958
C  -2.6078  0.6076  -3.6177
C  0.7110  1.3478  -3.5736
C  1.9795  1.9699  -3.0057
H  2.9296  -2.5857  -4.0341
H  2.6292  -2.3441  -2.3139
H  3.0762  -0.9856  -3.3200
H  0.4374  -2.5764  -3.4491
H  0.8936  -1.4047  -4.6711
H  -2.0371  -1.4485  -3.1767
H  -1.2999  -0.7895  -4.6154
H  -2.8367  0.9820  -2.6219
H  -3.5388  0.2790  -4.0859
H  -2.2343  1.4512  -4.1991
H  -0.1142  2.0586  -3.5126
H  0.8277  1.0610  -4.6225
H  1.8109  2.3350  -1.9932
H  2.2932  2.8140  -3.6222
H  2.8084  1.2628  -2.9628
Br  -4.8850  3.9557  0.9481
C  -3.8225  5.3295  0.1843
C  -4.2974  6.6359  0.1214
C  -3.4986  7.6171  -0.4511
C  -2.2409  7.3097  -0.9577
C  -1.7624  6.0023  -0.8949
C  -2.5848  5.0693  -0.3213
I  -1.3097  2.1579  -0.2956
H  -5.2763  6.8757  0.5156
H  -3.8653  8.6338  -0.5004
H  -1.6290  8.0862  -1.3993
H  -0.7841  5.7375  -1.2756
F  3.9206  -0.9218  -0.6792
B  2.8702  -0.6696  0.1323
F  1.7040  -1.5535  -0.1888
F  3.1187  -0.7917  1.4627
F  2.2527  0.6163  -0.1647

ORCA calculation (ωB97M-V with the def2-TZVPD basis set) on a molecular structure, C31H33BN10O4V at a distorted geometry.

Values from the calculation:
- HOMO-LUMO gap (alpha / beta): 0.1966 / 0.2915 Eh
- Energy relative to the best compared isomer or geometry (same formula, charge and spin): 0.8319 eV
- Charge: -1
- ⟨S²⟩: 2.0669
- HOMO level (alpha / beta): -2.82 / -5.29 eV
- LUMO level (alpha / beta): 2.5 / 2.6 eV
- 2S+1: 3

Geometry (Å):
V  0.5050  0.3652  -0.0525
C  -2.4056  -2.3807  1.4085
C  -1.1290  -1.8205  1.4060
N  -1.1777  -0.5525  1.0150
N  -2.4738  -0.2744  0.7512
C  -3.2279  -1.3577  0.9806
B  -2.8259  1.0977  0.1441
N  -2.7043  1.0279  -1.3866
C  -3.4999  0.3147  -2.2122
C  -3.0877  0.5455  -3.5028
C  -2.0031  1.4274  -3.3582
N  -1.7762  1.7143  -2.0867
N  -1.8550  2.1846  0.6952
C  -2.1893  3.3410  1.2915
C  -1.0462  4.0875  1.4903
C  -0.0261  3.2873  0.9712
N  -0.5170  2.1493  0.5129
N  -4.2612  1.5211  0.4889
C  -4.9493  2.4709  -0.1843
C  -6.1935  2.5808  0.3869
C  -6.1742  1.6252  1.4195
N  -5.0157  0.9911  1.4753
H  -2.6922  -3.3765  1.6950
H  -0.1805  -2.2607  1.6684
H  -4.2960  -1.3112  0.8684
H  -4.2976  -0.2971  -1.8229
H  -3.4906  0.1269  -4.4080
H  -1.3707  1.8510  -4.1208
H  -3.2163  3.5626  1.5226
H  -0.9656  5.0605  1.9398
H  1.0354  3.4651  0.9063
H  -4.5024  2.9826  -1.0215
H  -6.9918  3.2419  0.0995
H  -6.9523  1.3713  2.1217
O  1.5239  1.4160  -1.2729
C  1.6610  1.1935  -2.5552
C  1.1559  0.0896  -3.2572
C  1.3399  0.0149  -4.6579
C  0.7924  -1.0212  -5.3783
C  0.0519  -2.0423  -4.7879
C  -0.1262  -1.9904  -3.4127
C  0.3972  -0.9599  -2.6390
O  0.1601  -0.9702  -1.3350
N  0.9928  -1.0466  -6.8315
O  1.6716  -0.1702  -7.3399
O  0.4696  -1.9455  -7.4689
H  2.1838  1.9650  -3.1206
H  1.8998  0.7843  -5.1700
H  -0.3631  -2.8344  -5.3902
H  -0.6992  -2.7528  -2.9005
C  0.2666  1.0259  3.5193
C  1.3601  0.1495  4.1055
C  2.5510  1.0406  4.4904
C  1.9200  -1.0368  3.3241
C  2.3424  -2.0868  4.1354
C  3.1059  -3.1338  3.6549
C  3.5240  -3.0798  2.3386
C  3.1270  -2.0661  1.4701
C  3.8813  -2.0533  0.1447
C  3.1580  -1.6608  -1.1309
C  5.1270  -1.1742  0.3232
C  2.2152  -1.0824  1.9356
N  1.6261  -0.1841  1.0612
H  -0.0771  1.7196  4.2918
H  -0.5901  0.4615  3.1591
H  0.6486  1.6138  2.6909
H  0.9633  -0.2852  5.0291
H  3.0103  1.4511  3.5877
H  3.3166  0.4822  5.0307
H  2.2215  1.8760  5.1124
H  2.0732  -2.0567  5.1862
H  3.3973  -3.9525  4.3003
H  4.1889  -3.8454  1.9534
H  4.2229  -3.0848  0.0053
H  2.8736  -0.6125  -1.1303
H  2.2591  -2.2552  -1.2849
H  3.8265  -1.8287  -1.9797
H  4.8263  -0.1349  0.4757
H  5.7562  -1.2148  -0.5687
H  5.7209  -1.4837  1.1845

ORCA calculation (ωB97M-V with the def2-TZVPD basis set) on a molecular structure, C31H33BiGeN6O2Se at a distorted geometry.

Values from the calculation:
- HOMO-LUMO gap: 0.2480 Eh
- Energy relative to the best compared isomer or geometry (same formula, charge and spin): 0.5544 eV
- Charge: +2
- HOMO level: -13.70 eV
- LUMO level: -6.9 eV
- 2S+1: 1

Geometry (Å):
Bi  -0.3886  -0.4583  -0.0717
C  0.0707  -0.4301  4.4719
C  -0.4325  -0.4813  3.1740
N  0.3859  -0.3603  2.1390
C  1.7015  -0.1932  2.3344
C  2.1712  -0.1460  3.6582
N  1.3639  -0.2617  4.6889
C  2.5434  -0.0975  1.1396
C  3.9274  0.0255  1.2071
C  4.6826  0.0731  0.0314
C  3.9855  0.0274  -1.1785
C  2.6004  -0.0804  -1.1851
N  1.9083  -0.1713  -0.0412
C  1.8489  -0.1634  -2.4395
C  2.4310  -0.1123  -3.7191
N  1.7563  -0.4688  -4.7879
C  0.4777  -0.7682  -4.6724
C  -0.1728  -0.5883  -3.4531
N  0.5257  -0.3360  -2.3587
C  6.1501  0.1117  0.0515
C  6.8918  0.8016  -0.9121
C  8.2778  0.7299  -0.8643
N  8.9230  0.0376  0.0514
C  8.2431  -0.6140  0.9705
C  6.8557  -0.6048  1.0223
H  -0.5632  -0.5329  5.3415
H  -1.4804  -0.6143  2.9512
H  3.2175  -0.0245  3.8975
H  4.4241  0.0895  2.1614
H  4.5377  0.0410  -2.1030
H  3.4476  0.2019  -3.8958
H  -0.0279  -1.1401  -5.5523
H  -1.2461  -0.6694  -3.3550
H  6.4113  1.4073  -1.6627
H  8.8936  1.2411  -1.5908
H  8.8266  -1.1661  1.6938
H  6.3409  -1.1768  1.7778
C  -4.5867  1.1808  0.7042
C  -3.0941  1.2725  0.6089
O  -2.4523  0.2344  0.9098
C  -2.4590  2.5011  0.2159
C  -3.2424  3.6769  0.1251
C  -2.6790  4.9119  -0.0576
C  -1.2905  5.0312  -0.1432
C  -0.5028  3.9035  -0.1518
C  -1.0566  2.6223  -0.0049
O  -0.1836  1.6206  -0.1101
H  -4.8611  0.1613  0.9718
H  -5.0413  1.4444  -0.2500
H  -4.9901  1.8533  1.4572
H  -4.3111  3.6171  0.2423
H  -3.3081  5.7852  -0.1261
H  -0.8364  6.0086  -0.2091
H  0.5658  3.9738  -0.2852
C  -2.5294  -4.9746  -2.1254
Ge  -3.0093  -3.7158  -0.6805
C  -3.3719  -1.9159  -1.4478
C  -4.5710  -4.3899  0.3264
C  -1.4515  -3.5553  0.6227
Se  0.3272  -3.3428  -0.1925
C  0.7651  -5.2644  -0.3016
H  -3.3244  -5.0015  -2.8656
H  -2.4357  -5.9755  -1.7157
H  -1.6010  -4.7138  -2.6266
H  -4.2898  -1.9728  -2.0259
H  -2.5762  -1.6015  -2.1155
H  -3.4999  -1.1646  -0.6793
H  -5.4220  -4.4576  -0.3448
H  -4.8438  -3.7454  1.1559
H  -4.3762  -5.3868  0.7107
H  -1.3779  -4.4441  1.2470
H  -1.5869  -2.6971  1.2831
H  0.0234  -5.7536  -0.9326
H  0.7645  -5.6872  0.7032
H  1.7529  -5.3572  -0.7511

Number 1: M 545.61 Da. Number 2: M 690.82 Da. Number 3: M 709.26 Da. Number 4: M 868.98 Da. Number 5: M 671.43 Da. Number 6: M 882.20 Da.